{
  "formula": "C4H9NO3SSi",
  "method": "the ωB97M-V functional and the def2-TZVPD basis",
  "elements": ["C", "C", "C", "C", "N", "O", "O", "O", "Si", "S", "H", "H", "H", "H", "H", "H", "H", "H", "H"],
  "xyz": [[-2.810649, -0.477814, 1.305825], [-1.838987, -0.409433, 0.337134], [-0.635288, 0.500043, 0.554860], [-1.944208, -1.163296, -1.040190], [2.733833, 0.891807, -1.812332], [-0.461230, 1.312347, 1.421346], [1.978722, 2.271388, 0.422740], [0.253524, 0.258872, -0.434718], [1.826956, 0.936852, -0.429436], [3.206296, -1.438651, 1.504928], [-3.698066, -1.097466, 1.004961], [-2.775373, -0.119941, 2.257808], [-1.718226, -2.127636, -0.764005], [-1.337940, -0.577791, -1.692508], [-2.922946, -1.120366, -1.618896], [3.553998, 1.523178, -2.123207], [2.682945, 0.138399, -2.598532], [1.825575, 2.268905, 1.376149], [2.081065, -1.569406, 2.328076]],
  "atomic_forces_ev_per_a": [[0.53, -2.14, -4.84], [-2.09, 0.72, 0.90], [-1.09, -0.87, 0.20], [-2.10, 3.41, 0.71], [1.68, -0.57, -3.72], [-0.20, -0.36, -0.02], [0.51, 0.33, -0.18], [2.75, 0.92, -0.83], [-0.51, -2.17, 1.93], [-1.91, 1.35, -0.41], [0.84, 0.67, 0.61], [0.33, 1.30, 2.33], [1.04, -2.35, -0.45], [1.12, -0.68, -0.61], [0.62, -0.10, 1.55], [-2.06, -1.17, 1.41], [-0.29, 1.67, 2.39], [-0.20, -0.13, -0.15], [1.03, 0.17, -0.82]],
  "nbo_charge": [-0.2839, -0.1140, 0.7796, -0.6422, -1.3992, -0.5716, -1.1113, -0.8825, 2.3141, -0.7546, 0.1968, 0.2089, 0.2312, 0.2308, 0.2223, 0.4561, 0.4493, 0.5510, 0.1195],
  "multiplicity": 1,
  "energy_ev": -30639.771,
  "e_above_lowest_kcal_mol": 73.5,
  "homo_ev": -7.63
}